Record 1
Molecular formula: C5H7N3
Method: DFT, the ωB97M-V functional and the def2-TZVPD basis

* SMILES string: [H]/N=C\C(=C)[C@H](N)C#N
* DFT total energy: -358.89829 a.u.
* Kohn-Sham gap: 9.509 eV
* largest force on an atom: 3.6 eV/A
* energy relative to the best compared isomer or geometry (same formula, charge and spin): 315.29 kJ/mol

```
15
Properties=species:S:1:pos:R:3:forces:R:3
C -0.726 0.757 -0.456 -0.9 -3.1 0.7
C 0.427 -0.053 0.052 1.9 0.3 2.4
N -1.330 1.622 0.499 0.0 0.3 -0.2
C 1.578 -0.174 -0.875 -0.1 -0.4 0.0
C 0.425 -0.624 1.289 0.4 1.0 -1.6
N 2.522 -1.004 -0.831 0.5 -0.3 -0.2
C -1.446 -0.657 -0.666 -1.5 2.9 -1.5
N -2.167 -1.505 -0.951 0.1 -0.7 0.2
H -0.545 1.240 -1.420 -0.1 -0.2 0.2
H -1.529 1.179 1.388 0.0 0.1 -0.3
H -2.144 2.105 0.138 0.0 -0.2 0.1
H 2.457 -1.682 -0.072 -0.2 0.1 0.1
H 1.599 0.525 -1.710 -0.1 0.2 0.0
H 1.244 -1.248 1.608 0.1 0.0 0.0
H -0.364 -0.481 2.008 -0.2 -0.1 0.0
```
Forces are in eV/Å.

Now the Mulliken charges, all in e: 0.063 0.652 -0.535 -0.091 -1.044 -0.670 0.235 -0.468 0.377 0.225 0.258 0.226 0.320 0.218 0.233

Record 2
Molecular formula: C5H7N3
Method: DFT, the ωB97M-V functional and the def2-TZVPD basis

* SMILES string: [H]/N=C\N=C.C=CC#N
* DFT total energy: -358.88616 a.u.
* Kohn-Sham gap: 9.730 eV
* largest force on an atom: 2.7 eV/A
* energy relative to the best compared isomer or geometry (same formula, charge and spin): 347.14 kJ/mol

```
15
Properties=species:S:1:pos:R:3:forces:R:3
C -0.889 -0.570 -1.099 -1.1 0.0 -0.8
C 0.884 -2.163 -0.822 0.6 0.4 -0.1
N -0.174 -1.707 -1.313 0.2 -1.0 -0.2
N -1.911 -0.441 -0.363 0.0 0.4 0.5
H -2.048 -1.222 0.282 0.2 -0.1 -0.2
H -0.754 0.158 -1.906 0.3 0.2 0.3
H 1.541 -1.614 -0.142 -0.2 0.0 0.2
H 1.240 -3.122 -1.184 0.0 -0.1 0.1
C 0.246 1.153 1.339 0.3 2.7 0.4
C -0.532 2.081 0.770 -0.9 -0.9 0.7
C 1.524 1.030 0.742 0.6 -2.0 -0.3
N 2.531 0.698 0.292 0.1 0.5 -0.1
H 0.178 0.896 2.389 -0.2 -0.3 -0.2
H -0.426 2.368 -0.256 0.4 0.3 -0.3
H -1.410 2.453 1.271 -0.2 -0.1 0.1
```
Forces are in eV/Å.

Now the Mulliken charges, all in e: 0.059 -0.144 -0.369 -0.522 0.239 0.324 0.144 0.257 -0.200 -0.552 0.417 -0.479 0.315 0.243 0.268

Record 3
Molecular formula: C5H7N3
Method: DFT, the ωB97M-V functional and the def2-TZVPD basis

* SMILES string: [H]/N=C\N/C(C)=C\C#N
* DFT total energy: -358.94405 a.u.
* Kohn-Sham gap: 9.275 eV
* largest force on an atom: 4.0 eV/A
* energy relative to the best compared isomer or geometry (same formula, charge and spin): 195.14 kJ/mol

```
15
Properties=species:S:1:pos:R:3:forces:R:3
C -0.543 1.460 -0.123 -2.2 1.1 0.2
C 0.374 0.314 -0.121 2.8 0.7 0.2
C -1.484 -1.384 -0.241 0.4 -0.2 0.9
C 1.736 0.553 0.043 -3.3 -2.1 -0.3
C 2.654 -0.502 0.127 3.5 -2.0 -0.3
H -1.342 1.353 -0.921 0.7 0.1 1.1
H -0.986 1.517 0.897 -0.4 -0.3 -0.7
H -0.163 2.495 -0.169 0.7 -0.8 -0.5
H 0.560 -1.710 -0.112 -0.6 0.8 -0.5
H -1.623 -2.308 -0.771 0.1 -0.3 -0.5
H -2.173 -0.139 0.981 -0.4 -0.4 -0.2
H 2.029 1.535 0.126 0.9 1.9 0.2
N -0.121 -0.943 -0.275 -0.2 -1.1 0.3
N -2.467 -0.966 0.439 0.8 0.9 -0.2
N 3.550 -1.275 0.119 -2.7 1.8 0.2
```
Forces are in eV/Å.

Now the Mulliken charges, all in e: -1.633 1.154 -0.070 -0.633 0.060 0.368 0.355 0.344 0.254 0.402 0.263 0.419 -0.219 -0.590 -0.474

Record 4
Molecular formula: C5H7N3
Method: DFT, the ωB97M-V functional and the def2-TZVPD basis

* SMILES string: C=Cn1ncnc1C
* DFT total energy: -358.93692 a.u.
* Kohn-Sham gap: 10.161 eV
* largest force on an atom: 6.9 eV/A
* energy relative to the best compared isomer or geometry (same formula, charge and spin): 213.87 kJ/mol

```
15
Properties=species:S:1:pos:R:3:forces:R:3
C 2.200 1.554 0.055 0.3 0.9 -0.1
C 1.188 -0.340 0.024 2.0 0.4 -0.5
C -1.844 1.707 -0.049 -1.7 0.6 0.5
C -1.073 0.646 -0.137 -1.8 -2.4 -0.4
C 0.937 -1.849 0.041 -4.0 3.7 4.2
N 2.440 0.221 0.096 -1.3 -1.3 -0.2
N 0.935 1.841 -0.023 -0.7 1.4 0.0
N 0.291 0.665 -0.041 1.8 0.3 0.3
H 2.905 2.455 0.044 -0.7 -2.0 0.1
H -2.962 1.765 -0.194 1.5 -0.7 0.2
H -1.398 2.604 0.335 0.2 0.5 -0.4
H -1.406 -0.413 -0.268 -0.1 1.2 -0.2
H 1.508 -2.348 -0.577 3.0 -2.5 -3.1
H 1.137 -2.052 1.085 0.6 -0.7 0.2
H -0.131 -2.175 0.010 0.7 0.6 -0.6
```
Forces are in eV/Å.

Now the Mulliken charges, all in e: 0.002 0.684 -0.706 0.141 -1.124 -0.667 -0.885 0.652 0.340 0.242 0.301 0.110 0.363 0.276 0.270

Record 5
Molecular formula: C5H7N3
Method: DFT, the ωB97M-V functional and the def2-TZVPD basis

* SMILES string: C=Cc1cncn1N
* DFT total energy: -358.92049 a.u.
* Kohn-Sham gap: 9.183 eV
* largest force on an atom: 3.3 eV/A
* energy relative to the best compared isomer or geometry (same formula, charge and spin): 256.99 kJ/mol

```
15
Properties=species:S:1:pos:R:3:forces:R:3
C 2.051 0.552 0.031 1.7 0.3 -0.9
C 1.303 -1.399 -0.067 1.3 1.3 -0.4
C 0.239 -0.591 -0.106 -1.9 -1.0 -0.2
C -1.139 -1.002 0.024 -0.4 0.2 0.5
C -2.209 -0.189 -0.086 0.1 -2.7 0.6
H -0.584 1.956 -0.767 1.1 0.1 1.0
H -0.451 1.808 0.891 0.5 0.3 -0.8
H 2.653 1.422 0.155 0.4 0.4 -0.1
H 1.349 -2.415 -0.065 -0.2 -2.7 0.0
H -1.250 -2.075 0.384 0.0 1.5 -0.7
H -2.152 0.829 -0.386 -0.4 0.4 -0.1
H -3.123 -0.742 0.165 -0.1 1.1 -0.4
N 0.111 1.854 0.014 -2.8 1.8 0.1
N 0.742 0.674 -0.129 0.1 -0.9 0.5
N 2.459 -0.682 -0.056 0.5 0.1 0.9
```
Forces are in eV/Å.

Now the Mulliken charges, all in e: 0.026 -0.611 0.653 -0.117 -0.867 0.305 0.303 0.398 0.515 0.219 0.239 0.232 -1.083 0.489 -0.700

Record 6
Molecular formula: C5H7N3O
Method: DFT, the ωB97M-V functional and the def2-TZVPD basis

* SMILES string: CO/C(C)=N\N=C/C#N
* DFT total energy: -434.02655 a.u.
* Kohn-Sham gap: 8.877 eV
* largest force on an atom: 10.1 eV/A
* energy relative to the best compared isomer or geometry (same formula, charge and spin): 571.72 kJ/mol

```
16
Properties=species:S:1:pos:R:3:forces:R:3
C -1.868 -1.477 0.289 -2.9 2.1 -2.2
C -0.615 0.564 -0.174 -1.0 2.2 0.0
C -0.962 2.105 -0.121 2.2 -0.6 -1.7
C 2.423 -1.185 -0.076 -2.5 0.1 -2.7
C 3.159 0.045 0.042 5.4 7.0 4.9
H -1.139 -1.697 0.954 1.3 -1.5 3.0
H -1.473 -1.944 -0.624 -0.6 0.7 -0.4
H -2.975 -1.605 0.408 1.4 -1.2 0.5
H -0.171 2.984 -0.219 -1.3 -2.5 0.8
H -1.620 2.272 -0.950 -0.7 0.1 -0.4
H -1.529 1.954 0.746 -0.9 1.6 1.6
H 3.133 -2.156 -0.087 -2.5 2.1 0.0
N 0.582 0.241 -0.556 -0.1 -1.6 1.2
N 1.121 -1.090 -0.480 2.5 -0.8 1.6
N 3.845 0.987 0.521 -5.1 -7.0 -4.0
O -1.913 0.004 0.328 5.0 -0.7 -2.4
```
Forces are in eV/Å.

Now the Mulliken charges, all in e: -0.740 0.614 -0.938 -0.108 0.453 0.375 0.313 0.256 0.247 0.285 0.359 0.289 -0.305 -0.359 -0.423 -0.319

Record 7
Molecular formula: C5H7N3O2
Method: DFT, the ωB97M-V functional and the def2-TZVPD basis

* SMILES string: C=N/C=C\C=C(\N)[N+](=O)[O-]
* DFT total energy: -509.25120 a.u.
* Kohn-Sham gap (alpha / beta): 7.478 / 7.478 eV
* largest force on an atom: 3.3 eV/A
* energy relative to the best compared isomer or geometry (same formula, charge and spin): 651.96 kJ/mol

```
17
Properties=species:S:1:pos:R:3:forces:R:3
C 1.395 -0.287 -1.226 0.5 -2.3 -0.1
C 0.419 0.603 -1.216 -0.3 0.2 0.9
C 1.777 -1.222 -0.160 -1.6 1.0 -0.2
C 0.374 -0.223 1.498 -1.2 2.4 -2.0
C -0.648 0.563 -0.174 1.7 -1.6 2.1
N 1.357 -1.017 1.004 1.2 -1.0 2.1
N -1.341 1.733 0.133 -0.9 1.8 1.8
N -1.502 -0.646 -0.260 -0.7 0.0 0.0
O -0.969 -1.719 -0.595 -1.5 1.5 0.5
O -2.707 -0.477 0.066 1.9 -1.0 -0.6
H 2.047 -0.626 -1.998 0.4 1.5 -1.4
H 0.448 1.426 -1.901 -0.5 0.3 -0.5
H 2.509 -1.983 -0.446 0.0 0.2 0.7
H 0.618 0.842 1.867 0.2 -1.9 -0.1
H -0.371 -0.772 2.116 0.2 0.6 -0.8
H -1.073 2.312 1.019 -0.1 -1.8 -2.2
H -2.332 1.493 0.273 0.5 0.2 -0.2
```
Forces are in eV/Å.

Now the Mulliken charges, all in e: -0.266 -0.430 -0.032 -0.357 0.171 -0.410 -0.670 0.963 -0.550 -0.703 0.292 0.416 0.364 0.316 0.305 0.273 0.317

Record 8
Molecular formula: C5H7N3O2
Method: DFT, the ωB97M-V functional and the def2-TZVPD basis

* DFT total energy: -509.26040 a.u.
* Kohn-Sham gap (alpha / beta): 8.678 / 7.083 eV
* largest force on an atom: 4.1 eV/A
* spin multiplicity: 3
* energy relative to the best compared isomer or geometry (same formula, charge and spin): 277.75 kJ/mol
* <S²>: 2.008

```
17
Properties=species:S:1:pos:R:3:forces:R:3
C -0.682 0.415 -1.319 0.2 2.7 -0.2
C -1.265 -0.821 -1.170 1.1 1.3 -0.9
C -1.208 -0.715 1.059 -0.7 -2.4 -1.5
C -0.760 0.572 1.054 0.3 -0.7 1.1
C -0.257 1.084 -0.114 -0.6 0.0 -2.6
N -1.414 -1.451 -0.050 -0.1 -0.2 1.8
N 0.555 2.181 -0.186 0.7 0.2 4.1
N 1.929 -0.743 0.640 -0.9 0.3 2.2
O 2.470 -0.073 -0.181 1.5 2.1 -1.7
O 1.689 -2.002 0.337 -0.1 -3.2 -0.7
H -0.659 1.060 -2.296 0.3 -1.8 1.7
H -1.454 -1.402 -1.998 -0.7 -1.0 -2.1
H -1.373 -1.437 1.837 -0.1 1.0 1.5
H -0.677 1.005 2.013 0.5 0.9 0.8
H 0.907 -2.365 0.782 -0.2 0.7 0.1
H 1.251 2.270 0.634 -1.7 -0.1 -2.0
H 0.947 2.422 -1.042 0.7 0.2 -1.6
```
Forces are in eV/Å.

Now the Mulliken charges, all in e: -0.253 -0.401 -0.364 -0.528 0.672 -0.683 -0.541 0.345 -0.350 -0.372 0.208 0.498 0.517 0.377 0.370 0.287 0.218